Record 1
DFT (ωB97M-V with the def2-TZVPD basis set) results for C33H30FN6ORuS as an isolated structure in a non-equilibrium geometry.

Computed properties:
Highest occupied orbital energy (alpha / beta): -15.16 / -16.49 eV
2S+1: 5
Net charge: +3
Energy above the lowest of the compared OMol25 structures with the same formula, charge and spin: 0.000 eV

```
73
C33H30FN6ORuS, DFT ωB97M-V with the def2-TZVPD basis set
C 3.69 -5.93 -0.43
H -4.33 0.67 4.26
H 2.47 -6.73 -2.01
C 3.83 -4.95 0.54
C 2.56 -5.98 -1.24
N -0.85 0.83 1.00
H 4.72 -4.91 1.15
H 1.89 3.50 -2.20
C -4.08 1.48 3.59
H 4.47 -6.67 -0.56
C -1.03 5.83 -4.16
Ru 0.61 0.32 -0.34
H -2.32 3.48 -0.44
N -0.48 3.00 -1.13
H -1.79 -4.94 5.03
H -2.81 -5.58 2.86
N 0.60 2.19 -1.10
C -0.62 3.57 -3.52
C -1.29 2.24 1.11
C -1.40 -4.53 4.10
C 3.31 -0.70 -1.40
C 3.95 1.71 -2.53
H -0.81 5.63 -0.81
C 2.72 1.51 -1.88
H 2.94 -3.25 1.49
C -4.51 3.64 2.64
H -1.18 7.30 -2.62
C 0.22 -3.15 2.96
C -0.63 3.98 -2.19
C -0.32 -3.65 4.14
H -1.64 -0.10 -2.29
H -0.24 -0.47 -3.06
H -3.10 4.38 1.24
C -0.35 -3.55 1.76
C 2.83 -4.02 0.74
H -0.46 2.53 -3.77
C -1.44 -4.40 1.70
C -4.88 2.61 3.50
C -1.42 2.93 -0.21
H -0.74 -0.98 2.00
H -0.49 2.76 1.66
C 4.53 -0.55 -2.02
H -0.92 -1.54 -2.04
C -1.21 -0.01 1.95
H 0.66 -5.08 -1.67
H -5.12 4.53 2.59
H 1.05 -2.46 2.99
C -0.83 5.31 -1.85
H -1.87 -4.70 0.75
C -2.94 1.39 2.80
C -1.96 -4.90 2.89
C -2.58 2.40 1.91
F -1.24 6.71 -5.12
H 5.23 -1.38 -2.04
C -3.37 3.54 1.86
N 2.41 0.29 -1.33
N -2.11 0.25 2.87
H 0.12 -3.37 5.09
C 1.55 -5.05 -1.06
H 3.03 -1.64 -0.93
C 1.69 -4.09 -0.06
S 0.29 -3.00 0.17
C -1.03 6.25 -2.84
C -0.82 4.50 -4.52
C 1.74 2.52 -1.77
O 0.89 -1.60 0.45
H -0.83 4.22 -5.56
N -0.74 -0.55 -2.18
H -2.31 -0.44 3.58
H 4.16 2.68 -2.96
H 5.81 0.81 -3.08
H -5.77 2.69 4.10
C 4.86 0.68 -2.59
```

Record 2
DFT (ωB97M-V with the def2-TZVPD basis set) results for C33H31AsN2PPt as an isolated structure in a non-equilibrium geometry.

Computed properties:
Highest occupied orbital energy (alpha / beta): -10.39 / -10.39 eV
2S+1: 1
Net charge: +1
Energy above the lowest of the compared OMol25 structures with the same formula, charge and spin: 1.618 eV

```
69
C33H31AsN2PPt, DFT ωB97M-V with the def2-TZVPD basis set
C 1.73 -2.93 3.53
P 2.23 -0.80 0.02
C -4.96 -0.85 -0.09
H 0.33 4.64 -1.08
C -4.35 -0.35 1.04
H -6.16 4.21 0.03
C 5.79 0.29 1.63
C -4.10 3.73 0.42
C 4.86 -1.78 0.00
C 4.47 0.28 1.20
C -5.28 3.67 -0.32
H -2.46 0.19 1.92
H 3.52 -1.00 -2.56
C 1.99 -1.94 -1.37
H -4.24 1.68 -2.84
C -2.97 -0.21 1.06
H 6.84 -2.57 0.14
C 0.77 -3.71 -2.45
H 3.13 -2.44 -4.53
H 0.00 -2.75 4.78
H 1.36 -4.17 -4.46
H 6.15 1.08 2.27
C 2.75 -1.77 -2.53
H -1.22 -1.26 3.26
H -0.62 3.58 -2.14
H -6.24 2.92 -2.08
N -5.19 -2.18 -3.33
H -1.51 4.26 1.00
C -4.16 -1.22 -1.17
H 4.50 -2.59 -0.62
H -1.84 2.75 1.80
H 2.25 -3.59 4.22
C 0.99 -2.91 -1.34
H 1.14 3.34 -1.99
H -4.93 -0.06 1.91
H -6.03 -0.96 -0.15
C -1.69 3.20 0.82
As -0.06 2.44 0.06
H 1.36 2.53 2.17
C 1.54 -3.54 -3.60
H -2.15 1.80 -1.55
H 2.24 3.16 0.77
C 1.27 3.15 1.28
C -2.78 -1.04 -1.08
C 2.53 -2.57 -3.64
C -0.22 -1.61 2.99
H 3.35 -2.89 2.10
C -3.03 2.33 -1.19
C 0.23 3.62 -1.46
C 6.18 -1.76 0.43
H -2.14 -1.30 -1.91
C 6.64 -0.73 1.23
C -4.73 -1.76 -2.37
H 0.01 -4.47 -2.42
C 0.47 -2.45 3.85
H 7.68 -0.72 1.55
C -2.96 3.06 -0.01
Pt -0.09 -0.02 0.23
H 0.40 -3.05 -0.44
H 3.79 1.06 1.51
C -5.33 2.95 -1.50
C -4.20 2.26 -1.93
C 1.67 -1.67 1.52
N -2.21 -0.55 0.01
C 0.39 -1.22 1.81
H -4.07 4.31 1.33
H 1.01 4.16 1.56
C 4.01 -0.74 0.38
C 2.35 -2.54 2.35
```

Record 3
DFT (ωB97M-V with the def2-TZVPD basis set) results for C33H31BN21ORe as an isolated structure in a non-equilibrium geometry.

Computed properties:
Highest occupied orbital energy: -8.57 eV
2S+1: 1
Net charge: 0
Energy above the lowest of the compared OMol25 structures with the same formula, charge and spin: 1.606 eV

```
88
C33H31BN21ORe, DFT ωB97M-V with the def2-TZVPD basis set
H 0.04 -4.48 -4.23
H -1.90 4.65 1.52
C 3.15 1.80 2.87
C -4.41 -2.21 -3.10
H 3.73 3.34 4.36
H -2.22 -3.89 3.07
H -0.18 -2.10 0.73
H -2.55 -1.95 0.31
N 0.16 5.43 2.18
H 1.99 0.58 -2.53
N 1.67 3.03 1.84
N 3.36 -2.55 3.47
C 1.10 -1.98 -1.52
C -0.81 -0.30 4.01
N 3.02 -1.12 1.91
H 1.46 4.74 -1.80
H -5.06 -2.84 -5.65
H -4.75 -1.33 -3.63
H -4.27 -5.56 -3.33
C 2.20 3.76 2.83
H 0.50 6.01 -0.99
C -2.56 -3.81 1.11
H 1.86 4.77 2.99
C -4.13 -4.56 -2.92
Re 2.03 0.10 0.55
H -6.39 -3.65 -4.83
N 0.46 5.02 0.91
C 0.14 -1.60 -2.46
C -0.23 -2.50 -3.44
N 5.16 -1.31 0.82
C 0.05 7.20 0.80
C -5.30 -3.65 -4.96
H -3.65 -1.05 -1.46
N 5.53 1.52 -1.11
O -2.90 -4.98 1.06
H -5.03 -4.59 -5.43
H -0.08 8.20 0.43
N 1.53 -1.08 -0.56
C 0.08 0.17 3.06
H -2.97 0.69 0.30
H -2.21 -1.85 4.49
N 0.29 -0.47 1.91
N -0.82 2.93 0.87
C 3.14 3.02 3.52
C 1.66 -3.26 -1.53
C 0.34 -3.77 -3.47
C -0.07 6.72 2.12
C -3.03 2.81 1.02
H 2.39 -3.52 -0.78
B 0.62 3.49 0.74
C -1.95 3.64 1.18
C 0.38 6.09 0.07
H -0.30 -0.61 -2.40
N 1.22 3.01 -0.61
C -1.51 -1.46 3.76
C 1.78 2.79 -2.75
C -3.50 -4.43 -1.69
N 6.07 0.42 -0.52
C 4.25 -1.64 1.79
C -3.33 -3.16 -1.16
N 2.49 -1.74 3.02
C 1.75 1.55 -2.13
N 3.91 0.51 -0.14
H 1.70 -5.15 -2.53
C -0.40 -1.58 1.65
N 1.42 1.68 -0.85
H 3.74 0.93 3.07
H -0.32 7.26 3.01
N 4.50 -2.53 2.73
C -1.33 -2.11 2.54
H 0.64 1.07 3.24
H 2.05 3.01 -3.77
H 6.08 -1.70 0.92
N -1.15 1.69 0.47
C 1.48 3.68 -1.75
C 5.06 -0.17 0.07
C -4.60 -3.47 -3.64
H -4.06 3.05 1.19
N 4.28 1.60 -0.89
N -2.69 -2.91 0.08
H -0.93 0.24 4.94
C -3.78 -2.05 -1.87
C -2.47 1.61 0.57
N 2.27 1.80 1.86
C 1.27 -4.15 -2.51
N -2.05 -3.28 2.29
H -0.96 -2.22 -4.18
H -3.16 -5.29 -1.15
```

Record 4
DFT (ωB97M-V with the def2-TZVPD basis set) results for C33H31BrIrN6OS2Se as an isolated structure in a non-equilibrium geometry.

Computed properties:
Highest occupied orbital energy (alpha / beta): -9.51 / -9.51 eV
2S+1: 1
Net charge: +1

```
76
C33H31BrIrN6OS2Se, DFT ωB97M-V with the def2-TZVPD basis set
H -0.50 1.08 4.89
C -2.44 1.50 -0.51
C -1.07 -3.17 -3.65
H -4.07 -5.52 3.79
C 4.01 0.81 -2.29
N 1.73 0.14 -1.61
C -3.18 -4.92 3.78
Ir 0.24 0.29 -0.26
C -5.06 -1.12 0.13
C -4.90 0.66 -1.62
N -1.42 -3.70 4.27
C 4.03 2.52 -0.09
Se -0.26 -3.15 1.70
O 1.36 -0.69 1.15
S -1.04 1.90 -1.45
C -0.44 -2.97 5.04
C 5.16 2.39 -0.90
C 2.55 -0.29 4.49
H 2.27 -0.83 -3.41
H -3.02 -4.08 0.67
C -2.49 -4.36 4.80
C -1.61 -2.09 -1.59
H 4.02 0.16 -3.15
Br 6.73 3.36 -0.48
H -0.83 -1.99 5.33
H -3.20 0.29 2.66
C 0.08 -2.44 -3.70
H 1.56 0.72 6.12
C 1.32 -0.38 2.39
C -2.88 -4.97 1.29
C 0.31 0.57 4.40
H -5.31 -2.62 1.62
H -2.27 0.06 4.16
H -2.88 -3.55 -2.51
C 1.47 0.36 5.10
H 3.30 -1.11 2.66
H -2.69 -4.39 5.86
C -7.46 -0.09 1.03
C -1.10 0.41 2.39
N -2.42 0.87 0.61
H -2.08 -5.57 0.85
C 0.38 -1.51 -2.66
C -6.94 -1.24 1.61
H 4.04 3.21 0.74
C -5.73 -1.74 1.16
H -7.48 -1.74 2.40
C 5.13 1.55 -2.01
N -1.20 0.51 1.09
N -2.53 -4.59 2.62
H 0.45 -2.82 4.44
C -1.45 -3.84 2.93
H -2.25 -1.93 -0.73
H -2.45 1.67 3.45
C -2.33 0.61 3.22
H -1.31 -3.87 -4.43
H -3.80 -5.56 1.30
C -5.59 0.02 -0.47
H 2.02 1.90 0.24
H -4.12 -1.51 -0.23
H -5.60 1.05 -2.35
H 6.00 1.49 -2.64
H -8.40 0.31 1.39
N -0.51 -1.37 -1.63
S -3.93 2.17 -1.17
H 0.78 -2.55 -4.51
H 3.46 -0.47 5.06
C 2.87 0.88 -1.46
H -7.18 1.44 -0.43
C 0.17 0.19 3.05
C 2.47 -0.64 3.17
C 1.54 -0.72 -2.62
C 2.91 1.79 -0.38
H -0.19 -3.54 5.93
C -6.79 0.54 0.01
C -1.95 -3.00 -2.57
H -4.20 -0.02 -2.12
```

Record 5
DFT (ωB97M-V with the def2-TZVPD basis set) results for C33H31Cl2EuN7O7S2Si as an isolated structure in a non-equilibrium geometry.

Computed properties:
Highest occupied orbital energy (alpha / beta): -5.96 / -5.96 eV
2S+1: 7
Net charge: -1
Energy above the lowest of the compared OMol25 structures with the same formula, charge and spin: 1.670 eV

```
84
C33H31Cl2EuN7O7S2Si, DFT ωB97M-V with the def2-TZVPD basis set
H 10.22 18.22 5.57
C 9.09 22.85 11.27
H 10.14 18.59 17.54
H 9.10 16.59 12.59
C 7.25 18.43 9.42
C 11.71 18.62 16.05
O 13.84 26.90 11.76
H 12.92 19.13 8.73
C 10.12 25.21 11.49
H 12.95 16.83 10.53
C 14.06 18.32 16.57
C 11.14 12.53 13.05
N 11.27 25.82 11.80
C 9.84 14.28 12.04
C 14.06 16.81 10.48
H 5.98 18.47 7.70
C 10.44 18.32 6.64
H 12.82 13.07 14.32
O 12.78 10.60 13.93
H 8.07 25.41 11.11
Cl 5.93 18.31 10.55
C 11.92 18.82 8.43
H 14.35 17.28 9.56
H 12.49 18.49 18.09
H 12.63 18.37 6.50
Cl 7.73 18.74 5.45
C 8.98 25.91 11.27
H 14.68 15.46 13.66
C 10.17 23.72 11.52
O 8.80 18.33 11.20
C 8.01 18.52 7.14
H 15.66 19.80 11.56
C 13.21 18.34 14.23
N 13.31 18.07 12.94
H 10.13 19.83 16.23
C 10.30 18.78 16.47
N 10.24 27.94 11.56
C 7.01 18.50 8.03
C 15.96 18.85 12.04
O 11.42 10.26 11.94
O 10.25 10.39 14.15
C 9.67 18.46 8.95
H 12.23 23.86 12.04
H 16.10 19.12 13.12
C 14.31 18.41 15.19
C 9.35 18.42 7.60
H 15.89 15.36 12.46
H 8.33 20.81 11.59
C 11.28 27.14 11.77
C 11.36 23.16 11.99
N 10.01 16.48 13.02
H 12.01 15.53 14.40
H 16.82 18.54 11.51
N 10.99 18.59 9.41
N 10.33 21.00 12.05
C 9.14 21.51 11.63
N 11.96 18.55 14.71
H 8.96 14.64 11.42
H 9.58 12.11 11.59
H 8.21 23.32 10.85
H 8.24 27.95 11.17
H 16.25 16.25 13.92
S 11.43 10.77 13.32
H 12.30 21.27 12.65
H 10.13 16.83 13.97
O 12.44 27.69 13.68
H 14.85 18.00 17.20
Si 14.73 17.49 12.16
C 8.60 18.47 9.94
C 11.42 21.79 12.27
H 9.67 18.17 15.82
C 11.73 18.59 7.08
C 10.07 12.92 12.19
H 15.33 18.32 14.73
S 12.85 27.85 12.27
C 10.50 15.19 12.96
Eu 11.22 18.51 11.74
C 11.52 14.78 13.82
O 12.91 29.19 11.76
C 9.11 27.32 11.37
C 11.94 13.45 13.79
C 15.48 16.01 13.17
H 14.28 15.75 10.40
C 12.77 18.54 17.05
```

Record 6
DFT (ωB97M-V with the def2-TZVPD basis set) results for C33H31Cl2N3O6PtS2Sb as an isolated structure in a non-equilibrium geometry.

Computed properties:
Highest occupied orbital energy (alpha / beta): -10.44 / -10.39 eV
2S+1: 3
Net charge: +1
Energy above the lowest of the compared OMol25 structures with the same formula, charge and spin: 1.512 eV

```
79
C33H31Cl2N3O6PtS2Sb, DFT ωB97M-V with the def2-TZVPD basis set
Cl 5.55 -3.22 0.74
H -3.56 0.53 0.36
C -4.85 0.89 -1.38
H 3.03 1.22 -0.48
C -4.32 -0.22 -3.40
C 0.26 2.21 2.97
H -4.52 -0.45 -4.42
H 0.28 1.19 3.38
C -1.39 -4.37 -1.08
H 3.40 -2.54 -1.39
C 3.84 -2.22 2.63
C 2.22 -1.42 4.40
Pt 1.43 -0.73 1.64
C -3.75 0.37 -0.70
C 2.91 -0.92 -2.76
H -0.33 0.14 -3.08
H 1.88 -1.48 5.48
C 3.28 -2.31 3.94
H -3.60 -6.93 -0.31
H -0.45 -4.15 -1.50
H -1.67 4.29 1.78
C 2.67 -1.88 -1.74
H 1.96 0.69 -3.94
C 4.68 -4.15 4.54
C -3.38 -3.51 0.03
C -5.16 0.63 -2.71
N 1.17 3.44 0.97
C -1.14 4.97 -1.89
Cl 5.26 -5.39 5.60
H 0.68 2.90 3.64
C -2.94 -0.48 -1.43
C 1.01 2.30 1.72
C 5.33 -3.99 3.35
S -1.62 3.90 -0.56
H 1.31 -2.83 -0.38
C -3.27 -5.84 -0.40
H -1.84 5.80 -1.81
H -1.11 4.66 -4.11
O -0.90 2.63 -0.71
C 4.84 -3.16 2.37
O 2.20 5.13 -0.99
O -3.06 3.89 -0.48
C 3.71 -3.26 4.86
C 1.83 -0.14 -3.24
C -3.97 -4.78 0.15
C -3.17 -0.78 -2.75
H -2.42 3.87 -3.23
C -1.06 4.67 0.93
H 6.06 -4.71 2.98
S -0.89 -0.73 1.69
H -6.01 1.03 -3.27
C -1.41 4.17 -3.19
C 0.45 4.69 1.24
H -0.78 2.47 2.75
H -3.93 -2.66 0.44
O 3.45 -1.40 1.69
H -0.10 5.27 -1.81
H -0.93 3.21 -3.11
H -5.59 1.51 -0.84
C 2.00 3.07 -0.04
H 0.63 5.01 2.28
C -2.16 -3.32 -0.58
H 0.96 5.43 0.67
C -1.97 -5.64 -1.06
H -4.93 -4.88 0.70
H 3.91 -0.75 -3.14
H -1.51 -6.54 -1.43
Sb -1.33 -1.43 -0.50
C 0.57 -0.32 -2.61
N 1.80 1.34 1.22
H -2.54 -1.49 -3.32
O 1.62 -0.54 3.82
C 2.40 1.82 0.14
O 2.89 3.33 -2.05
C 0.42 -1.28 -1.62
N 2.40 3.95 -1.14
H -1.38 5.71 0.82
C 1.48 -2.03 -1.15
H 3.19 -3.47 5.81
```